No. 1
The following is a quantum chemistry calculation of a structure of composition C33H37AuN5PS2 in a non-equilibrium geometry, from the OMol25 dataset.

Geometry as XYZ:
```
79
Properties=species:S:1:pos:R:3:forces:R:3:mulliken_charge:R:1
Au 1.142862 -1.031162 -1.124999 -1.07 -1.78 -2.96 0.92
N 3.093462 -1.014262 -1.124999 1.55 -1.81 -0.82 -0.32
C 3.692262 0.225438 -0.800599 1.29 2.79 0.17 0.13
C 5.072462 0.294338 -0.580099 -0.38 0.16 0.06 -0.87
C 5.672662 1.508438 -0.244299 -0.28 -0.02 -0.05 -0.68
C 4.903062 2.665738 -0.150699 -0.19 -0.12 -0.12 -0.79
C 3.530762 2.616338 -0.402599 0.30 -0.24 -0.05 -0.27
C 2.907562 1.404238 -0.728699 0.94 -0.29 0.68 0.73
P 1.159762 1.258038 -1.124999 0.92 2.21 -1.31 -0.22
C 1.167862 1.862238 -2.841599 -0.40 -0.05 -0.69 1.23
C 1.165562 0.912038 -3.876899 0.08 0.28 -0.20 -0.33
C 1.185062 1.305738 -5.216799 0.06 0.01 0.21 -0.94
C 1.206462 2.659938 -5.543399 -0.01 -0.12 0.13 -0.55
C 1.212662 3.616038 -4.531299 0.05 -0.23 0.37 -0.81
C 1.197262 3.219938 -3.189299 -0.03 0.08 -0.12 -0.29
C 0.125162 2.406138 -0.205099 -0.79 -0.03 0.58 0.29
C 0.422062 2.832338 1.095301 -0.13 0.01 0.34 -0.46
C -0.488638 3.605438 1.825301 0.11 -0.24 -0.26 -0.93
C -1.722838 3.948738 1.275701 0.16 -0.06 0.06 -0.54
C -2.047738 3.523038 -0.006299 0.34 -0.28 -0.12 -0.87
C -1.135138 2.755438 -0.732999 -0.07 -0.13 -0.15 -0.51
H 3.383562 -1.459462 -1.987899 0.37 0.81 -1.00 0.44
H 3.485062 -1.722162 -0.532099 -0.20 -0.41 1.31 0.45
H 5.688362 -0.597362 -0.651099 -0.09 0.01 -0.02 0.49
H 6.742462 1.552038 -0.057399 -0.20 -0.06 -0.05 0.43
H 5.371862 3.612138 0.106401 -0.10 -0.18 -0.05 0.47
H 2.955962 3.537738 -0.353099 -0.02 -0.19 0.01 0.39
H 1.155162 -0.151462 -3.642999 0.00 0.11 -0.10 0.24
H 1.185662 0.554338 -6.003399 0.00 0.14 0.17 0.44
H 1.222062 2.968038 -6.584999 -0.02 -0.05 0.17 0.42
H 1.233662 4.672938 -4.781499 0.00 -0.17 0.08 0.46
H 1.211062 3.986938 -2.418799 -0.07 -0.11 -0.06 0.37
H 1.351862 2.536738 1.575701 0.04 0.15 -0.22 0.79
H -0.245238 3.914738 2.838401 0.03 -0.01 -0.19 0.50
H -2.438238 4.527538 1.853501 0.15 -0.06 -0.09 0.43
H -3.017738 3.760438 -0.435499 0.21 -0.02 0.03 0.47
H -1.438038 2.400338 -1.717799 0.19 0.14 0.11 0.43
S -5.362938 -1.176162 -1.247899 -0.19 0.27 0.15 -0.08
C -3.581138 -1.125762 -1.203599 -0.37 -0.22 -0.04 0.04
C -2.867938 -0.532162 -2.242499 0.53 -0.14 0.37 -0.80
C -1.486638 -0.512462 -2.158499 0.10 0.18 -0.48 0.11
N -0.790438 -1.031162 -1.124999 -3.84 -0.46 -0.38 -0.03
C -1.507238 -1.591162 -0.127699 0.08 -0.39 0.37 0.03
C -2.889538 -1.660162 -0.118899 0.44 0.37 -0.48 -0.79
C -5.611638 -2.724862 -2.095899 0.14 -0.35 -0.21 0.38
C -5.719838 -3.912062 -1.375399 0.07 0.29 -0.03 -0.16
C -5.919938 -5.087062 -2.078899 -0.13 -0.32 -1.07 -0.39
N -6.021238 -5.148462 -3.423499 0.19 0.97 0.53 -0.52
C -5.921938 -3.982062 -4.095499 -0.13 -1.08 0.30 -0.39
C -5.722038 -2.756562 -3.484199 0.07 0.13 0.27 -0.17
H -3.367038 -0.093062 -3.098499 0.05 -0.07 0.11 0.57
H -0.884138 -0.063762 -2.943199 -0.25 -0.07 0.05 0.53
H -0.921038 -1.995162 0.692801 -0.25 0.02 -0.24 0.43
H -3.405838 -2.119262 0.716201 0.06 0.04 -0.13 0.49
H -5.652438 -3.930562 -0.293799 -0.03 0.07 -0.08 0.37
H -6.008538 -6.039762 -1.564399 0.00 0.13 0.01 0.36
H -6.012138 -4.061262 -5.175199 0.00 0.07 0.11 0.36
H -5.656438 -1.854762 -4.081899 -0.03 -0.03 0.11 0.38
C 1.327262 1.276538 5.665001 0.14 0.04 0.23 -1.13
C 0.443962 0.418938 4.779201 -0.20 0.29 0.45 -0.47
N 1.092462 0.145938 3.505401 -0.01 -0.58 -0.55 0.09
C 1.142762 -1.031662 2.850801 0.05 0.05 1.72 0.31
S 1.142862 -1.031162 1.183301 0.62 0.12 3.46 -0.54
N 1.192762 -2.208662 3.506101 -0.02 0.63 -0.69 -0.05
C 1.841662 -2.480962 4.779501 0.23 -0.32 0.51 -0.46
C 0.958762 -3.338962 5.665101 -0.15 -0.07 0.22 -1.13
H 0.827862 1.487338 6.615401 0.07 0.01 -0.16 0.39
H 1.557762 2.230938 5.179701 -0.04 -0.11 0.08 0.30
H 2.277362 0.776538 5.878601 -0.13 0.05 -0.01 0.29
H -0.480538 0.960838 4.549701 0.00 -0.10 0.10 0.40
H 0.148062 -0.502162 5.283901 0.14 -0.01 -0.22 0.26
H 1.085262 0.929238 2.861201 0.01 -0.24 0.18 -0.07
H 1.200262 -2.991562 2.861701 -0.05 0.15 0.16 0.34
H 2.137162 -1.559762 5.284201 -0.14 0.01 -0.23 0.21
H 2.766362 -3.022362 4.549801 -0.03 0.11 0.10 0.38
H 0.008462 -2.839262 5.878801 0.13 -0.04 0.00 0.28
H 1.458162 -3.549662 6.615401 -0.07 0.00 -0.16 0.37
H 0.728462 -4.293362 5.179601 0.06 0.13 0.09 0.34
H 1.142862 -2.646762 -1.124999 0.15 0.17 -0.38 0.00
```
Forces are in eV/Å.

Output
total charge: +2
lowest unoccupied orbital energy: -5.8 eV

=====

No. 2
The following is a quantum chemistry calculation of a structure of composition C33H37BCl2N9OSTc, from the OMol25 dataset.

Geometry as XYZ:
```
85
Properties=species:S:1:pos:R:3:forces:R:3:lowdin_spin:R:1
Tc 0.136242 0.095658 -0.442045 -0.42 -0.11 -0.11 0.83
C -1.938171 1.158138 -3.292213 -0.04 -0.10 -0.04 0.02
C -2.550718 0.779477 -1.989989 -0.04 -0.08 -0.04 0.00
C -3.911213 0.666722 -1.730560 0.02 0.05 0.00 0.00
C -4.008696 0.329885 -0.395527 0.01 0.06 0.02 0.00
N -2.776891 0.234528 0.109338 -0.03 -0.13 -0.03 0.00
N -1.866862 0.478283 -0.866508 0.06 0.10 0.03 0.00
B -2.340395 0.106126 1.592481 0.01 0.01 0.00 0.00
N -1.537025 -1.196872 1.755273 -0.04 -0.08 0.00 0.00
C -1.586542 -2.175648 2.665944 0.01 0.00 0.02 0.01
C -0.448467 -2.945544 2.544682 0.01 0.01 -0.01 0.00
C 0.297834 -2.361976 1.528424 -0.05 -0.05 -0.02 0.01
C 1.648622 -2.814031 1.081892 -0.03 -0.04 -0.07 0.00
N -0.384668 -1.308785 1.031972 0.07 0.18 0.02 0.00
N -1.334853 1.287305 1.853532 -0.03 0.00 0.00 0.00
C -1.354712 2.167690 2.852604 0.04 -0.01 -0.01 0.00
C -0.293823 3.041733 2.698558 -0.01 0.00 -0.03 0.00
C 0.362995 2.635023 1.547508 0.00 -0.03 0.06 0.00
C 1.549009 3.310486 0.946941 0.02 0.02 0.01 0.02
N -0.267541 1.545263 1.041385 -0.04 0.10 -0.01 0.00
N -3.532832 0.257876 2.483016 -0.02 0.05 0.04 0.00
C -4.369120 1.335146 2.528712 -0.01 0.04 -0.02 0.00
C -5.341327 1.073607 3.450689 0.03 -0.01 -0.01 0.00
C -5.033164 -0.216107 3.947056 0.03 0.02 -0.04 0.00
C -5.764485 -1.002805 4.982877 -0.01 -0.02 0.02 0.00
N -3.950606 -0.692721 3.362406 -0.02 -0.09 0.02 0.00
H -2.625841 0.907991 -4.099196 0.00 0.00 0.00 0.00
H -1.757528 2.232761 -3.336659 0.00 0.01 0.01 0.00
H -0.999183 0.640217 -3.470026 0.00 -0.03 -0.02 0.00
H -4.716232 0.826477 -2.425935 -0.01 0.00 -0.01 0.00
H -4.872529 0.177136 0.228769 -0.01 -0.01 0.01 0.00
H -2.427935 -2.229940 3.334548 -0.01 0.00 0.00 0.00
H -0.186616 -3.816013 3.120147 0.00 -0.01 0.01 0.00
H 1.655318 -3.897215 0.968473 0.00 -0.01 0.01 0.00
H 1.956921 -2.373385 0.140055 0.00 -0.02 -0.03 0.00
H 2.391033 -2.569738 1.843811 0.01 0.01 -0.01 0.00
H -2.117639 2.120300 3.611329 -0.01 0.00 0.00 0.00
H -0.035000 3.873816 3.329207 0.00 0.01 0.01 0.00
H 2.042110 3.902841 1.715436 0.02 -0.01 0.00 0.00
H 2.273752 2.615236 0.531454 0.00 -0.01 -0.02 0.01
H 1.244909 3.995934 0.154691 -0.02 0.00 0.01 0.00
H -4.210280 2.199524 1.902648 0.00 0.01 0.00 0.00
H -6.161906 1.708156 3.737046 -0.01 0.01 0.00 0.00
H -6.667135 -0.481460 5.293237 0.00 0.00 0.00 0.00
H -6.048438 -1.980776 4.596137 0.00 0.00 0.01 0.00
H -5.141136 -1.158010 5.863200 0.00 0.00 0.00 0.00
Cl 3.043753 -0.182856 -2.470753 0.11 0.01 -0.05 0.02
C 2.476676 0.917087 -3.668293 0.05 -0.06 -0.04 0.07
C 3.043785 0.841236 -4.918621 0.00 -0.01 0.03 0.00
C 2.697793 1.773542 -5.893211 0.00 0.00 0.02 0.11
C 1.812153 2.801470 -5.610101 -0.02 0.00 0.03 -0.01
C 1.242477 2.884363 -4.356138 0.00 0.01 0.00 0.09
Cl 0.170193 4.189223 -4.050770 0.00 -0.01 0.01 0.03
C 1.518958 1.914070 -3.342423 -0.04 0.01 -0.03 0.08
S 0.690286 2.071867 -1.862966 0.07 0.03 0.11 0.51
H 3.774077 0.072455 -5.126327 0.01 0.00 0.00 0.00
H 3.146482 1.709051 -6.875179 0.00 0.00 0.00 0.01
H 1.562325 3.541365 -6.356696 0.00 0.01 0.00 0.00
N 1.999907 0.111603 0.454340 0.22 -0.06 0.06 0.00
C 2.975645 0.102270 1.060955 -0.06 0.08 -0.08 0.00
C 4.178456 0.090277 1.811201 -0.01 -0.02 0.07 0.00
C 5.371312 0.509009 1.213928 0.02 0.00 0.02 0.00
C 6.531466 0.487022 1.964053 -0.01 0.01 -0.02 0.00
C 6.495865 0.059435 3.286603 0.01 0.00 0.00 0.00
C 5.305359 -0.351780 3.875636 -0.02 0.00 0.01 0.00
C 4.134904 -0.341643 3.142099 0.04 0.00 -0.02 0.00
H 5.379822 0.841111 0.184459 0.00 0.00 -0.01 0.00
H 7.464963 0.803608 1.520864 0.01 0.00 0.00 0.00
H 7.408757 0.047397 3.866656 0.00 0.00 0.00 0.00
H 5.293503 -0.678926 4.905728 0.00 0.00 0.00 0.00
H 3.197868 -0.656487 3.582217 -0.01 0.00 0.01 0.00
C 0.533442 -3.480397 -1.994280 0.05 0.01 0.00 0.00
C -0.186366 -2.273563 -2.564381 -0.20 0.04 -0.02 0.01
C 0.251163 -1.996805 -3.993661 -0.04 -0.02 0.03 0.00
C -1.693065 -2.447794 -2.434386 0.08 0.01 0.02 0.00
O 0.218889 -1.098239 -1.768854 0.27 0.04 0.07 0.15
H 0.276672 -4.343944 -2.608214 0.02 0.00 -0.01 0.00
H 0.206577 -3.683976 -0.978028 -0.01 -0.01 0.06 0.00
H 1.614805 -3.353733 -2.024955 0.03 0.02 0.03 0.00
H -0.065237 -2.825852 -4.626763 0.00 0.00 0.00 0.00
H 1.334925 -1.909724 -4.060294 0.00 -0.01 0.02 0.00
H -0.205845 -1.087664 -4.381992 -0.02 0.01 -0.01 0.00
H -1.968989 -3.391148 -2.905754 0.00 0.00 0.00 0.00
H -2.239663 -1.655655 -2.936326 -0.04 0.10 -0.03 0.00
H -1.993350 -2.489615 -1.386232 0.01 0.01 0.01 0.00
```
Forces are in eV/Å.

Output
multiplicity: 3
total charge: +2
relative energy (zero: lowest compared OMol25 entry of this formula, charge and spin): 0.0 kcal per mole
lowest unoccupied orbital energy (alpha / beta): -7.5 / -8.3 eV

=====

Number 1: molecular weight 795.769 g/mol. Number 2: molecular weight 787.506 g/mol.